## one
{"formula": "C4H9NOS", "method": "the ωB97M-V functional and the def2-TZVPD basis", "species": ["O", "C", "N", "C", "C", "S", "C", "H", "H", "H", "H", "H", "H", "H", "H", "H"], "positions_angstrom": [[-3.33422, 0.52266, 0.34567], [-2.20635, 0.89731, -0.04098], [-0.80669, 0.93302, 1.04039], [-1.08411, -0.12353, 0.10147], [0.14688, -0.09857, -0.86734], [2.90316, 1.05949, 0.55315], [1.06526, -1.30018, -0.46571], [-2.11807, 1.42862, -0.94211], [-1.29043, 0.69815, 1.89486], [-1.31527, -1.19112, 0.52055], [0.72078, 0.84698, -0.87795], [-0.31411, -0.12737, -1.89291], [3.53542, 1.29792, 1.71678], [1.88506, -1.00624, 0.28000], [1.62260, -1.65152, -1.36236], [0.59008, -2.18561, -0.00351]], "mulliken_charge": [-0.4567, -0.1495, -0.4171, 0.2451, -0.4305, -0.4002, -1.0235, 0.4458, 0.2507, 0.3247, 0.3060, 0.3258, 0.1212, 0.1939, 0.2971, 0.3672], "mol_weight_g_mol": 119.2, "e_lumo_ev": -4.18, "charge": 0}

***

## two
{"formula": "C4H9NOS", "method": "the ωB97M-V functional and the def2-TZVPD basis", "species": ["C", "C", "C", "C", "N", "O", "S", "H", "H", "H", "H", "H", "H", "H", "H", "H"], "positions_angstrom": [[0.80297, -0.58005, 0.31424], [0.94172, -3.05485, 0.60993], [-0.66588, 0.26860, 1.98400], [-0.71180, 1.56010, -1.91712], [0.68755, -1.80761, 0.66090], [0.12865, 0.42615, 0.83468], [-0.08238, 0.67461, -3.41775], [0.03166, 1.76395, -4.23972], [0.18251, -3.55277, 0.11928], [1.68174, -3.55380, 1.14561], [-0.22964, 0.33314, 2.96290], [-1.25987, -0.63565, 1.78248], [-1.39283, 1.02072, 1.85456], [-0.19203, 2.49474, -1.68511], [-0.67481, 0.92581, -1.06855], [-1.69304, 1.88095, -2.05081]], "mulliken_charge": [0.1972, -0.3907, -0.7272, -0.4264, -0.1818, -0.3257, -0.2123, 0.1061, 0.2511, 0.2754, 0.2716, 0.3397, 0.2736, 0.2904, -0.1467, 0.4058], "mol_weight_g_mol": 119.2, "e_lumo_ev": [0.48, 0.49], "charge": 0}

***

The computed energies, referenced to the most stable structure and given in kcal/mol, are one 73.7; two 0.0.